1.
Formula: C28H24BF4N3PtSb
Source: the OMol25 dataset
Level of theory: ωB97M-V with the def2-TZVPD basis set

Element x y z (Å)
C: 4.1784 0.0465 0.0021
B: 2.0438 2.8818 -1.6833
H: -2.9310 -1.1675 -3.9859
H: 0.3871 3.1746 2.0319
C: -0.2109 -2.6329 0.2716
N: 3.0292 -0.1526 -0.6500
C: 4.2008 -0.2177 -2.7244
C: -1.1572 4.0361 0.8082
H: -1.3770 -5.0194 2.3744
H: -2.9900 2.3589 -1.5107
Sb: -1.3213 -0.3678 -1.4649
C: -2.1015 3.7839 -0.1771
H: -3.5124 -1.9022 0.3839
C: -1.3900 -1.9309 0.0093
C: -0.3580 3.0053 1.2661
C: 0.9243 -0.7376 2.7256
C: -4.3820 -0.0474 -1.1289
H: -3.4940 -3.8412 1.8807
H: 4.1664 -0.3243 -3.7980
F: 1.2312 3.9481 -1.8843
C: -2.5664 -3.4935 1.4429
N: 1.8992 -0.4104 1.8220
H: -7.0735 -0.5783 -3.1118
H: -1.0356 5.0333 1.2081
C: 3.1420 -0.1612 2.2716
H: -2.7255 4.5943 -0.5321
C: 1.1516 -0.7842 4.0685
H: -0.0341 -0.9922 2.2936
C: 5.3852 0.0643 -2.0489
C: -3.7044 -0.8691 -3.2866
H: 0.7262 -4.2624 1.3131
C: -1.4714 1.4529 -0.2935
H: -6.4927 0.1984 -0.8374
N: 4.1742 0.0567 1.3895
H: 5.0720 0.2213 1.8139
C: -0.1989 -3.7293 1.1273
H: 6.2902 0.3717 -0.1244
H: 6.3112 0.1890 -2.5943
H: 0.3493 -1.0472 4.7415
C: -1.3783 -4.1578 1.7183
C: -3.3658 -0.4366 -2.0061
C: 2.4345 -0.4779 4.5323
H: -0.0751 0.8697 1.2656
F: 2.6275 2.8478 -0.3988
C: 5.3805 0.1808 -0.6782
C: -6.0372 -0.5421 -2.8009
C: -2.5722 -2.3946 0.5943
F: 2.9556 2.6648 -2.6793
H: 2.6502 -0.4861 5.5930
H: -4.1399 0.3114 -0.1345
Pt: 1.3475 0.5354 0.1857
C: -5.7112 -0.1034 -1.5233
C: -2.2555 2.5144 -0.7296
H: 0.7141 -2.3443 -0.2162
C: 3.0454 -0.2980 -2.0006
H: 4.4398 0.0187 3.9729
C: 3.4307 -0.1849 3.6400
H: -5.2899 -1.2586 -4.6784
H: 2.0818 -0.4560 -2.4631
C: -0.5307 1.7482 0.7015
C: -5.0364 -0.9240 -3.6805
F: 1.1497 1.6254 -1.6233

The total energy is -55225.817 eV. Its net charge is +1. The calculation puts the LUMO energy at -3.9 eV. For the HOMO energy, the calculation gives -11.00 eV. The largest force on an atom is 1.55 eV/A. The multiplicity is 1.

---

2.
Formula: C16H19BN6TeZn
Source: the OMol25 dataset
Level of theory: ωB97M-V with the def2-TZVPD basis set

Element x y z (Å)
C: 3.8609 0.9583 -0.7266
C: -3.6548 -1.1108 -0.8930
B: -2.5518 -0.4155 1.3784
C: -3.2149 -1.3104 -2.1937
C: 4.2978 3.0266 -1.9106
C: 0.2729 -2.5572 2.2681
H: 4.0557 4.0713 -2.1193
C: 5.7002 1.0745 -2.3027
H: -0.4237 -3.8213 3.9638
C: 1.4541 -0.4195 -2.6699
H: -4.6274 -1.2197 -0.4314
H: 5.9906 2.9962 -3.2616
C: 4.9431 0.3344 -1.3910
C: -1.2753 2.9843 2.3114
H: -1.1461 -1.0566 -3.0138
H: -3.8013 -1.6363 -3.0342
Zn: 0.3722 -0.1480 -0.2328
C: -1.8036 -2.3458 3.0489
H: 1.3135 -2.8088 2.1051
N: -0.3404 -1.6284 1.5386
C: 5.3848 2.4209 -2.5587
C: -2.2663 2.0044 2.3636
H: -2.7585 -2.3885 3.5626
H: -3.6421 -0.4449 1.8697
H: 0.6896 2.8974 1.2216
C: -1.8459 -1.0126 -2.1905
N: -1.6151 -1.4821 2.0300
C: 3.5261 2.3066 -0.9895
N: -0.6429 1.2478 1.0287
N: -1.4693 -0.6519 -0.9470
H: 2.4248 0.0079 -2.9789
H: 2.6867 2.7470 -0.4537
H: 0.8436 -0.5972 -3.5747
H: 1.6367 -1.3817 -2.1816
H: -3.2128 1.9640 2.8850
H: 0.9274 0.3098 -2.0271
H: 5.1635 -0.7079 -1.1531
Te: 2.8460 -0.1449 0.6999
H: -1.2790 3.9283 2.8148
N: -2.6059 -0.7137 -0.1499
H: 6.5455 0.6066 -2.8129
N: -1.8720 0.9674 1.5996
C: -0.2705 2.4599 1.4765
C: -0.6224 -3.0551 3.2347

The total energy is -82211.861 eV. Its net charge is +2. The calculation puts the LUMO energy (alpha / beta) at -11.6 / -10.7 eV. For the HOMO energy (alpha / beta), the calculation gives -14.10 / -14.11 eV. The largest force on an atom is 3.98 eV/A. The multiplicity is 1.

---

3.
Formula: C44H115N9O13
Source: the OMol25 dataset
Level of theory: ωB97M-V with the def2-TZVPD basis set

Element x y z (Å)
C: 1.4813 -0.9653 0.4799
H: -2.9320 0.1857 -4.8995
H: -4.3336 -7.4184 -3.3311
O: -1.7935 1.4029 -3.6503
H: -8.7590 -5.0215 0.6473
H: -1.5206 -0.5925 -4.0657
N: 0.3106 0.9182 -5.2885
H: 3.8704 0.4249 -3.7650
C: 6.9844 10.7258 -1.1091
N: 0.1492 -2.7178 -0.6787
H: 2.0745 4.1899 5.0443
C: -1.9170 0.3139 -4.5233
O: -5.5132 -2.4187 -1.8742
H: 6.6287 10.9457 -0.1025
C: -8.9428 -3.9793 0.3863
H: 8.5747 1.9369 -4.5109
H: -4.9972 -6.0674 -4.3239
H: 1.0537 -1.2318 -1.7536
C: 4.8113 0.4288 -3.2147
H: 3.2057 -1.5644 -3.1344
H: 2.9527 0.4455 2.4433
C: 0.2797 4.3318 6.9580
C: -5.6758 -2.2048 -0.4810
H: 3.6859 -3.8469 -1.8375
N: -3.0851 -2.8144 1.9676
H: 4.4552 3.5483 1.2571
H: 4.2535 -3.7304 3.6735
C: -11.3161 -4.5503 -2.3121
H: 1.3608 -4.0139 4.2803
H: -0.8569 -6.9468 -1.2673
H: 0.2597 1.6838 -4.6317
H: -6.3396 0.4157 1.9368
H: 1.7827 -1.8192 5.5709
H: 5.9743 8.1302 -1.8774
H: 1.3707 1.2318 2.3296
H: -0.0695 0.0498 5.5468
C: -4.6464 -6.3743 -3.3386
C: -1.7250 -1.1778 3.1219
H: -3.2859 -2.4883 3.9165
C: -4.1138 -0.6644 2.8708
O: -0.5572 3.2865 8.9780
C: -3.1536 -5.7036 -1.3925
H: 0.5588 0.0116 -4.9189
H: -6.6282 -3.1524 1.1326
C: 2.7682 -2.3826 3.7886
C: 5.6155 -4.7048 -4.0335
H: 5.4803 -5.5250 -3.3285
C: 5.7690 4.0634 -1.5467
H: 5.4784 -1.4625 -3.8489
O: 4.4810 -3.9237 -3.7780
H: 6.5673 -4.1901 -3.9019
H: 6.6493 3.4365 -1.6889
H: -0.1353 2.7976 2.8425
C: -4.6330 -1.5483 -2.5061
C: 1.2716 4.9009 4.8497
H: -0.3837 -2.9137 0.1566
H: -2.1804 3.0956 -4.8726
H: 0.8455 6.4753 3.2959
O: 5.4273 4.1238 -0.2187
H: -1.2622 2.7419 7.1249
C: -2.5446 2.5631 -3.9940
O: -5.4624 -1.2033 2.8210
H: -0.1202 -0.1514 -7.6090
H: -3.8475 -0.1571 1.9435
C: -0.9004 3.6347 7.6348
H: -2.7406 -3.7310 2.2154
H: -4.0775 -2.9064 1.8042
H: -4.0333 0.0672 3.6748
C: -1.0618 0.7156 -5.7449
H: 4.8789 0.9054 -2.2367
H: -12.0334 -5.3709 -2.2994
C: -3.6692 -5.3824 -2.7709
H: 8.9638 8.1946 -1.0815
H: 0.0555 1.2779 4.3438
C: -10.3231 -3.9106 -0.2986
H: 6.1697 0.6343 -4.8173
C: -0.6950 -0.4406 -0.7370
H: 5.0865 3.4409 -2.1253
C: 2.2707 0.9694 1.7735
H: -0.4104 -3.0229 -1.4622
C: -3.0710 -1.8222 3.0809
H: -6.2736 -1.3139 -0.2888
H: -1.6076 -7.3161 -2.9251
C: 0.6324 0.5009 4.8454
H: -2.2852 -5.0931 -1.1448
O: -0.0862 4.8317 2.5844
C: 1.7081 -3.5368 3.3639
O: 7.0682 1.4569 -3.0412
H: 3.7707 -1.4517 -1.4949
H: -3.6154 2.5310 -4.1952
H: -4.1064 -5.4185 -0.9464
H: -0.6963 4.7160 5.0781
H: 2.1725 -4.3122 2.7546
H: 4.9568 2.1742 0.1387
H: 5.2973 -3.4524 -1.8480
H: 8.9682 2.2472 -2.8286
H: 1.2747 3.9688 7.2153
O: 2.2205 0.3155 0.4559
H: 0.8299 -3.2108 2.8064
C: -6.5371 -3.3287 0.0609
H: 7.2989 7.7697 -2.8725
H: 0.2315 5.3427 7.3628
N: 6.9548 6.1865 -1.4708
H: -5.6050 -6.2364 -2.8384
C: -1.5445 2.5210 9.6603
C: 4.5732 3.1899 0.2345
H: -1.6277 -0.3964 2.3682
H: 0.9730 3.4671 1.5770
H: -7.9348 -3.9213 -1.2646
H: -1.7080 -0.5860 -7.3920
C: 2.1269 -1.3199 4.6652
H: -7.4770 -0.5788 2.5976
N: 5.1655 -0.9940 -3.0107
O: -2.8832 -7.0603 -1.2115
N: 0.1227 4.3019 5.4999
H: -0.8031 3.3891 1.2970
H: -11.0631 -4.2840 0.4092
C: 4.4015 -3.2979 -2.4496
H: -1.6822 3.1397 10.5470
C: 0.5804 -1.3527 -0.7793
H: -2.0950 -6.1241 -3.8675
H: 7.5446 8.5270 0.0623
C: -6.4802 -0.2009 2.8246
C: 7.9237 8.4969 -0.9592
H: 3.6450 -3.5668 5.1037
H: -9.0303 -3.2565 1.1975
H: 7.0422 5.9208 -0.5003
C: 8.1662 2.2934 -3.5653
H: 3.6511 3.2500 -0.3436
H: -6.4531 0.3128 3.7856
H: -1.2614 -0.7516 0.1408
H: -1.4129 1.6491 -6.1846
H: -1.1322 1.5247 9.8198
N: -2.5813 -5.2485 -3.7375
H: -6.0070 -4.2460 -0.1954
H: -10.7962 -4.5060 -3.2692
H: -1.5480 -0.5821 4.0174
C: 4.0410 -1.8228 -2.4835
H: 7.9132 3.3532 -3.5930
C: -1.6389 -7.4421 -1.8429
H: -10.5940 -2.8702 -0.4787
H: -0.4989 0.5865 -0.4292
H: -4.6487 -1.7997 -3.5666
H: -1.3937 -0.3763 -1.5710
C: 6.9539 7.6531 -1.8451
H: 0.8354 -1.1371 1.3409
O: 1.1193 -0.6132 4.1395
H: 1.6454 5.7944 5.3498
H: 6.1565 5.3574 -3.1606
H: 4.9180 5.8924 -1.8590
H: -0.3783 -1.2422 -6.3609
H: -2.4307 2.2449 9.0888
H: 7.2732 11.7025 -1.4973
H: 1.4206 1.0332 5.3778
N: 3.9044 -3.0168 4.2973
H: -4.0576 -4.3672 -2.6888
H: -11.8614 -3.6228 -2.1377
H: -4.9139 -0.4972 -2.4409
H: -1.6644 4.4110 7.6761
H: 5.5330 -5.0652 -5.0589
H: -1.5050 -8.5191 -1.7417
C: -0.8237 -0.3496 -6.8003
H: 2.1526 -1.8234 0.4477
N: -7.8917 -3.3358 -0.4427
H: 2.8722 1.8738 1.6818
C: 5.8840 5.4541 -2.1096
C: 1.0372 5.4038 3.3533
H: 6.0941 10.3743 -1.6306
C: 5.9375 1.2044 -3.9177
O: 8.0758 9.8231 -1.3214
O: -10.2913 -4.7154 -1.4653
H: 3.0760 -2.0445 2.7991
H: 1.9184 5.0985 2.7891
H: 5.4683 2.0897 -4.3470
H: -1.8325 -4.7579 -3.2698
H: -3.6570 -1.4673 -2.0276
H: -4.8457 -2.1695 0.2245
H: -0.9733 -1.9660 3.1670
C: -0.0137 3.5217 2.0369
H: 2.9450 -0.6806 4.9971
H: -2.3373 3.3182 -3.2358

The total energy is -87497.828 eV. Its net charge is +1. The calculation puts the LUMO energy (alpha / beta) at -2.5 / -7.8 eV. For the HOMO energy (alpha / beta), the calculation gives -9.64 / -9.64 eV. The largest force on an atom is 5.04 eV/A. The multiplicity is 2.

---

4.
Formula: C20H20FN5O4S
Source: the OMol25 dataset
Level of theory: ωB97M-V with the def2-TZVPD basis set

Element x y z (Å)
C: -5.8404 -0.5838 0.8160
O: -2.6467 2.5942 0.2969
C: -3.0867 0.5241 -0.8444
N: -2.3915 -1.3215 -1.6856
C: -0.9147 -3.5610 -0.5609
H: -1.2670 -3.7212 -1.5803
H: 7.5471 -1.6545 -0.2257
C: -3.4544 1.9568 -0.6718
H: 1.3424 4.0788 1.6921
C: -2.6263 -1.5210 -0.4171
H: -0.4476 -1.6591 1.0476
H: -2.9582 -0.9314 2.1631
H: -6.8894 -0.6587 1.0407
H: 3.4166 1.0071 -1.0913
C: 1.1847 -0.5567 0.5265
N: 2.2026 -0.5229 -0.3358
C: 4.5819 -0.3241 0.0736
H: -1.0895 3.6286 1.9735
H: 5.8651 -0.1090 -1.6758
N: -3.0680 -0.3781 0.1816
O: 4.7252 -0.9746 1.2487
O: 0.9472 0.2372 1.4076
N: -2.6764 -0.0406 -1.9461
C: -0.5807 3.3713 1.0586
H: 6.2097 -2.1321 2.0989
C: -4.9536 -0.3078 1.7522
H: 3.0574 1.0556 0.6578
H: -3.3959 2.4571 -1.6446
H: -0.5922 -4.5143 -0.1393
H: -5.5668 -0.7524 -0.2133
C: 5.9292 -1.5670 1.2324
F: 2.6938 3.5274 -0.4550
C: -1.3128 2.7769 0.0312
C: 6.5745 -1.3133 0.0630
C: 1.3735 3.2748 -0.2882
S: -2.3133 -3.0004 0.4520
H: 2.2719 -1.2655 -1.0253
H: -3.1360 0.8109 1.8635
H: 1.1719 2.4071 -2.2292
C: 5.6929 -0.5061 -0.6968
C: -0.6818 2.4239 -1.1550
C: 0.6709 2.6756 -1.3128
H: -5.2580 -0.1475 2.7767
H: -4.4749 2.0402 -0.2832
N: 0.2883 -1.6461 0.3489
C: -3.4698 -0.1831 1.5461
C: 0.2695 -2.6033 -0.6102
C: 0.7653 3.6235 0.9040
O: 1.1209 -2.7394 -1.4606
C: 3.3061 0.4058 -0.1859
H: -1.2167 1.9441 -1.9584

The total energy is -50257.517 eV. Its net charge is 0. The calculation puts the LUMO energy at 0.5 eV. For the HOMO energy, the calculation gives -8.54 eV. The largest force on an atom is 1.23 eV/A. The multiplicity is 1.

---

5.
Formula: H24O12
Source: the OMol25 dataset
Level of theory: ωB97M-V with the def2-TZVPD basis set

Element x y z (Å)
H: -0.3579 0.2168 1.0333
H: 1.1146 2.4890 0.8168
H: -3.6686 -0.8146 -3.2012
H: -3.8790 2.6987 -0.9692
H: 2.3685 0.1005 0.3487
O: -3.0530 2.5976 -1.4428
O: -0.7341 4.3082 -0.2977
O: -1.5975 -4.1315 -0.5315
O: 0.1266 -0.1788 0.3401
H: 1.0179 -2.5768 -2.2020
O: 3.8444 -2.3822 -0.9297
H: -3.8028 -0.4295 4.3195
H: 3.1803 -2.3421 -1.6128
O: -3.1656 -0.1186 3.6903
O: 3.9287 2.2115 0.5131
O: -0.4732 -2.7709 1.7079
H: -1.3835 -3.0442 1.9430
H: 0.1519 -1.3586 -1.8144
H: 4.0392 -3.2575 -0.6929
O: -3.5715 -0.4439 -2.3975
H: -2.7362 0.6399 4.2599
O: 3.1376 0.0439 1.0086
H: -2.6645 -0.2441 -2.1906
H: -2.2780 2.7126 -0.8188
O: 1.4718 2.1377 0.0412
H: 1.3105 2.6368 -0.7590
H: 0.0011 0.5382 -0.3249
H: 3.7835 1.5793 -0.2711
H: 3.6772 3.0144 0.0978
H: 0.1619 4.5542 -0.4177
O: 0.8110 -2.0289 -1.4237
H: -1.2669 -3.2669 -0.6899
H: 3.7386 -0.6740 0.7290
H: -0.6521 3.7475 0.5032
H: -1.9339 -4.1746 0.4354
H: -0.6470 -1.9892 1.1996

The total energy is -24956.623 eV. Its net charge is 0. The calculation puts the LUMO energy at -0.5 eV. For the HOMO energy, the calculation gives -9.60 eV. The largest force on an atom is 4.87 eV/A. The multiplicity is 1.

---

6.
Formula: C22H33NO4
Source: the OMol25 dataset
Level of theory: ωB97M-V with the def2-TZVPD basis set

Element x y z (Å)
H: -3.9308 1.3968 -3.8303
H: 2.4767 -6.0123 -2.5942
C: 1.9118 -2.1297 -1.7830
C: -3.0976 1.3758 -1.8460
H: -1.6249 -0.5378 -3.2955
C: 1.3984 -0.7452 0.1139
C: 1.4899 -1.1055 -2.6295
C: -0.9179 3.4879 -1.2593
H: -0.4847 1.4168 6.5867
H: -2.2202 1.8296 -3.7623
C: 0.2579 -1.1503 4.3847
C: 3.2478 -5.5295 -1.9899
H: 1.3721 -0.6097 1.1829
H: -2.3009 4.7235 1.6851
H: 2.1978 -2.7248 0.2523
H: -0.1384 4.2624 0.6051
C: -1.4951 0.6391 4.1265
C: -0.6311 0.8892 1.9359
C: 2.4014 -3.3866 -2.3909
H: -2.1500 -0.0284 3.5565
O: 2.7709 -4.2974 -1.4742
H: 1.2190 2.3413 -0.4197
H: -1.0364 5.4336 -0.3537
H: -1.6168 0.1079 -0.8610
H: -2.3003 3.0579 1.0962
C: -1.0219 4.3917 -0.0241
H: -3.3329 -0.9781 -3.2979
C: -1.7913 1.1318 -1.1571
O: -1.2814 -0.0365 1.5251
H: -2.0996 1.3811 4.6560
C: -2.5997 -0.2854 -3.7049
O: -0.6835 1.3629 3.2085
C: -2.9755 1.1504 -3.3602
H: 0.8181 1.3873 5.3967
H: -0.0214 3.7663 -1.8228
H: 3.4991 -6.1437 -1.1289
C: -0.8389 2.0253 -0.9119
H: 1.0209 -0.6112 3.8263
H: 0.7552 -1.8093 5.0925
C: 0.9541 0.2680 -0.7246
H: -0.3169 -1.7550 3.6871
H: -1.3528 -0.7305 5.7437
C: 0.4424 1.5954 -0.2058
H: 0.6641 2.3960 1.7477
H: 1.5381 -1.2628 -3.6965
C: 1.0193 0.0780 -2.1037
H: -3.4548 2.3906 -1.6654
H: -1.7785 3.6709 -1.9013
H: 0.7831 0.1931 6.6986
C: 1.8661 -1.9376 -0.4061
C: -0.6497 -0.1672 5.1205
O: 2.4713 -3.5896 -3.5793
H: 4.1283 -5.3647 -2.6148
H: -3.8399 0.6834 -1.4450
C: -2.2745 4.1021 0.7927
H: -3.1674 4.3073 0.2064
H: 0.6900 0.8675 -2.7630
N: 0.2815 1.6116 1.2442
H: -2.5645 -0.4191 -4.7840
C: 0.1684 0.7667 6.0091

The total energy is -33030.768 eV. Its net charge is 0. The calculation puts the LUMO energy at 0.6 eV. For the HOMO energy, the calculation gives -8.81 eV. The largest force on an atom is 0.74 eV/A. The multiplicity is 1.

---

7.
Formula: C14H22BrNO23S5
Source: the OMol25 dataset
Level of theory: ωB97M-V with the def2-TZVPD basis set

Element x y z (Å)
O: -2.1537 1.6730 0.0314
O: -2.6939 3.5386 1.5120
C: -0.6266 -1.0104 4.8975
O: -1.7109 -0.4062 -3.5643
O: 4.7020 -1.2294 -0.0648
S: -3.2190 -0.9968 -3.6906
H: -4.0128 0.7742 0.2977
C: -0.9003 -3.0887 1.4055
H: -0.2981 -1.9247 5.3943
S: 5.1301 -2.5818 0.1357
O: -2.3252 6.9265 -2.4219
H: 8.5206 -3.0168 0.2661
O: 6.5834 -2.5571 0.8652
H: -4.4307 3.1700 0.4841
H: 1.4075 4.8601 -2.7999
C: 7.0474 -3.2084 -1.3359
O: -3.9698 5.3650 -3.0072
O: -2.8307 -2.5739 -3.6707
Br: -1.3237 2.7929 -3.4239
H: -4.4426 2.6418 2.1871
C: -0.3401 5.7204 -3.3132
C: -0.3496 -4.4378 0.9637
H: -0.0465 0.1624 6.6305
C: -0.0353 0.2366 5.5388
O: -0.3643 2.6978 1.4149
O: 1.5754 -1.8486 -0.4328
O: -0.9117 1.2977 5.1591
H: -1.0838 -3.6211 -3.2584
H: 7.3965 -4.0315 -1.9612
C: -2.7454 5.6151 -2.8954
C: -3.8375 2.7145 1.2825
S: -2.4214 0.7163 5.0276
C: -1.4140 -2.7191 -3.7761
S: -1.4696 3.0449 0.5685
O: -1.3491 3.9493 -0.5376
O: 0.2452 -2.2666 1.6291
O: -3.7274 -0.6672 -4.9882
H: -2.9275 0.7920 1.7117
C: 7.4954 -3.3549 0.1118
O: -3.1211 0.9970 6.2469
H: 7.3888 -2.2597 -1.7602
O: -3.9233 -0.6949 -2.4776
H: -1.0844 -5.0267 0.4137
C: -0.8320 -1.4560 -3.1584
H: 0.0127 -5.0159 1.8193
H: 0.9817 0.4368 5.2001
H: -1.4979 -3.1649 2.3156
H: -1.5005 -2.6293 0.6144
H: 0.1858 -1.2584 -3.4961
O: 0.7704 -4.1284 0.1347
O: 2.5786 -3.1149 1.4993
C: -3.2828 1.3657 0.8519
N: 1.0950 5.4572 -3.5878
H: 1.6495 6.3373 -3.4790
O: 5.6209 -3.1876 -1.2911
O: 4.3150 -3.5671 0.7860
H: -0.3766 -1.0648 3.8341
O: -0.5066 8.1700 -3.5126
C: -1.4317 4.7653 -3.2124
O: -2.9299 1.0740 3.7355
O: -2.0417 -0.8616 5.0124
S: 1.4648 -2.7590 0.6689
H: 7.3991 -4.3905 0.4519
H: -1.1573 -2.7945 -4.8367
C: -1.0708 7.1299 -3.0798
H: -0.8484 -1.5069 -2.0656

The total energy is -187667.567 eV. Its net charge is 0. The calculation puts the LUMO energy at -0.4 eV. For the HOMO energy, the calculation gives -9.19 eV. The largest force on an atom is 5.91 eV/A. The multiplicity is 1.